(1)
The following is a quantum chemistry calculation of a gas-phase ion, C4H9N4 (charge +1) in a non-equilibrium geometry, from OMol25.

Last column: natural (NBO) charge in e.
Cartesian coordinates (Å):
1 C -1.371899 -2.241330 0.991697  -0.604
2 C -2.189994 -0.949076 0.972815  -0.529
3 C -1.218442 0.011914 0.640237  0.496
4 N -0.298247 0.681134 0.466837  -0.043
5 N 0.632571 1.514148 0.401474  -0.376
6 C 1.434345 1.474399 -0.634025  0.629
7 N 1.383965 0.610575 -1.645138  -0.779
8 N 2.490739 2.350063 -0.567709  -0.739
9 H -1.058476 -2.570472 -0.000581  0.224
10 H -1.837858 -2.964215 1.532057  0.243
11 H -0.383207 -2.248438 1.410215  0.232
12 H -2.839343 -0.645330 1.895304  0.306
13 H -2.858831 -0.972703 0.035964  0.282
14 H 0.733648 -0.262746 -1.678780  0.427
15 H 1.886691 0.684992 -2.442694  0.412
16 H 2.469311 3.178964 -0.019484  0.430
17 H 3.025028 2.348122 -1.358188  0.388

Cartesian forces (eV/Å) of the 3 atoms listed first:
C 1.399 0.493 -1.106
C -2.060 -0.408 -0.723
C 1.559 2.343 0.208

Values from the calculation:
- SMILES = CCC#[N+]N=C(N)N
- ΔE to the lowest compared entry with this formula, charge and spin (kcal/mol) = 53.7
- M (g/mol) = 113.14
- LUMO (eV) = -3.04
- total charge = +1
- E_HOMO (eV) = -13.58
- frontier orbital gap (eV) = 10.55



(2)
The following is a quantum chemistry calculation of a gas-phase ion, C4H9N4O3S (charge +1) in a non-equilibrium geometry, from OMol25.

Last column: Mulliken spin population.
Cartesian coordinates (Å):
1 C 0.713420 0.648541 -0.618002  0.691
2 C -1.009910 -0.819159 -1.594542  0.030
3 C 0.321809 -0.205668 -1.540203  0.349
4 C -1.310548 -0.373055 0.654837  -0.041
5 N -1.818973 -0.739295 -0.656362  0.430
6 N -0.020650 0.499536 0.580468  0.338
7 N 1.172575 -0.431285 -2.743997  0.013
8 N -0.943862 -1.563283 1.294315  0.037
9 O 1.198132 2.563521 1.405481  0.008
10 O -0.935939 1.855891 2.587762  0.014
11 O 1.039196 0.505021 2.670978  0.004
12 S 0.252425 1.592164 1.836045  0.001
13 H 1.553095 1.255637 -0.358280  0.051
14 H -1.335535 -1.057376 -2.642975  0.016
15 H -2.144910 0.296668 1.053285  0.021
16 H 1.876983 0.385171 -2.846033  0.009
17 H 0.494732 -0.495912 -3.571017  0.013
18 H 1.727855 -1.301430 -2.722847  0.015
19 H -0.147942 -1.586888 1.812183  -0.001
20 H 0.994911 0.982838 3.522752  0.001
21 H -1.676861 -2.011635 1.876154  0.001

Cartesian forces (eV/Å) of the 3 atoms listed first:
C 0.783 3.685 6.935
C 4.705 1.783 -4.650
C -3.548 -5.261 -5.289

Values from the calculation:
- M (g/mol) = 193.21
- LUMO (alpha / beta) (eV) = -3.86 / -7.02
- total charge = +1
- multiplicity = 3
- ⟨S²⟩ = 2.02
- E_HOMO (alpha / beta) (eV) = -10.06 / -13.43
- frontier orbital gap (alpha / beta) (eV) = 6.20 / 6.41



(3)
The following is a quantum chemistry calculation of a single C4H9N5 molecule in a non-equilibrium geometry, from OMol25.

Last column: natural (NBO) charge in e.
Cartesian coordinates (Å):
1 H -2.229389 -1.529441 -0.595378  0.331
2 N -2.780567 -0.573215 -0.245758  -0.667
3 C -2.083352 0.420973 -0.009886  0.275
4 N -0.684489 0.239777 -0.064571  -0.503
5 C -0.319746 -1.024155 0.039888  -0.213
6 C 1.282540 -1.190634 0.436706  -0.228
7 N 2.110227 -0.304783 -0.368059  -0.378
8 N 1.392194 0.848531 -0.267637  -0.485
9 C 0.165230 1.331289 0.024368  0.581
10 N -0.344794 2.522965 0.140821  -0.736
11 H 0.621137 3.065934 0.103390  0.319
12 H -2.459105 1.477547 0.444037  0.236
13 H -0.870089 -1.596292 0.770682  0.197
14 H -0.813996 -1.660792 -0.773110  0.162
15 H 1.456079 -0.887173 1.498813  0.202
16 H 1.548268 -2.180897 0.381925  0.206
17 H 1.902610 -0.668840 -1.244508  0.335
18 H 2.107234 1.709203 -0.271726  0.367

Cartesian forces (eV/Å) of the 3 atoms listed first:
H -2.259 3.689 1.155
N -1.710 -3.728 -1.220
C 1.097 2.264 1.350

Values from the calculation:
- SMILES = [H]/N=C\N1CCNN/C1=N\[H]
- ΔE to the lowest compared entry with this formula, charge and spin (kcal/mol) = 114.0
- M (g/mol) = 127.15
- LUMO (eV) = 0.69
- E_HOMO (eV) = -8.90
- frontier orbital gap (eV) = 9.59



(4)
The following is a quantum chemistry calculation of a single C4H9N5 molecule in a non-equilibrium geometry, from OMol25.

Last column: natural (NBO) charge in e.
Cartesian coordinates (Å):
1 C -0.292258 0.577267 0.175032  0.342
2 C -2.089942 -0.971047 0.757245  -0.584
3 C -2.624736 0.998341 -0.597991  -0.569
4 C -1.706030 0.515376 0.527648  -0.307
5 N 0.863752 0.565946 0.102731  -0.039
6 N 1.990212 1.094535 0.200455  -0.246
7 N 3.151031 0.553896 0.083323  -0.082
8 N 3.309952 -0.520325 -0.528084  -0.119
9 N 4.537928 -1.041812 -0.485748  -0.632
10 H -1.320188 -1.682182 0.862936  0.227
11 H -2.856803 -1.273319 0.080007  0.212
12 H -2.518183 -0.888785 1.742968  0.212
13 H -3.585700 0.736431 -0.360829  0.205
14 H -2.500807 0.405496 -1.642520  0.212
15 H -2.522824 2.016969 -0.708574  0.212
16 H -1.951676 0.999083 1.505130  0.240
17 H 4.826936 -1.719533 -1.299212  0.367
18 H 5.289334 -0.366336 -0.414517  0.347

Cartesian forces (eV/Å) of the 3 atoms listed first:
C -0.521 -0.128 0.020
C -0.628 1.120 1.425
C 2.121 -2.370 -2.226

Values from the calculation:
- ΔE to the lowest compared entry with this formula, charge and spin (kcal/mol) = 154.1
- M (g/mol) = 127.15
- LUMO (eV) = 0.74
- E_HOMO (eV) = -7.21
- frontier orbital gap (eV) = 7.96